80
Properties=species:S:1:pos:R:3 method="wB97M-V/def2-TZVPD" s2=3.774 largest_force_ha_per_bohr=0.0194 multiplicity=4 relative_energy_kcal_mol=35.3 gap_ev="6.79 / 6.74"
Cr 0.2483 -0.3468 -0.0859
O 1.9919 1.9475 4.9859
C 1.0778 1.0234 5.2307
O 0.6777 0.7738 6.3394
C 0.5694 0.2594 4.0586
C -0.3607 -0.7545 4.1192
N -0.5353 -1.2170 2.8709
N 0.2332 -0.5529 1.9978
C 0.8901 0.3486 2.7020
C 1.6740 1.3073 1.8711
O 2.5174 2.0355 2.3855
O 1.3492 1.2511 0.6369
H 2.2171 2.0259 4.0202
H -0.8901 -1.1530 4.9685
H -1.1776 -1.9225 2.5522
O -3.9411 -0.1804 -0.3965
As -2.7733 1.1817 -0.5024
O -3.4927 2.4160 0.2640
O -1.4776 0.3848 0.2988
C -2.8670 1.2476 -2.4475
C -4.1454 1.4892 -2.9243
C -4.3828 1.4693 -4.2922
C -3.3572 1.1961 -5.1838
C -2.0668 0.9847 -4.7191
C -1.8325 1.0220 -3.3547
S -0.1952 0.9165 -2.7324
O -0.1427 1.9120 -1.6778
O 0.7285 1.0972 -3.8170
O -0.1026 -0.4513 -2.0816
H -4.5582 0.0785 0.3020
H -4.9431 1.6998 -2.2248
H -5.3787 1.6736 -4.6637
H -3.5583 1.1654 -6.2470
H -1.2359 0.8219 -5.3918
Se 1.8773 -3.4890 -0.9216
Se 2.8069 -2.5855 0.9921
C 3.3629 -0.9154 0.1757
C 4.5429 -0.3241 0.5725
C 4.9382 0.8267 -0.0963
C 4.1815 1.2786 -1.1597
C 3.0157 0.6088 -1.4868
N 2.5829 -0.4519 -0.7965
C 0.0143 -3.4342 -0.4533
C -0.6287 -4.6621 -0.4617
C -1.9630 -4.7425 -0.1076
C -2.6124 -3.5802 0.2527
C -1.9180 -2.3861 0.2230
N -0.6222 -2.2906 -0.1274
H 5.1313 -0.7484 1.3745
H 5.8419 1.3434 0.1993
H 4.4691 2.1547 -1.7240
H 2.4026 0.9344 -2.3163
H -0.0655 -5.5409 -0.7401
H -2.4763 -5.6954 -0.1047
H -3.6546 -3.5734 0.5384
H -2.4150 -1.4540 0.4396
O -0.8563 3.2494 2.3532
S -0.5583 3.4436 0.8994
C -1.6930 4.6915 0.2617
C -1.8084 4.8594 -1.1099
C -2.6975 5.8029 -1.6021
C -3.4600 6.5648 -0.7241
C -3.3335 6.3793 0.6467
C -2.4476 5.4356 1.1457
C 0.8508 4.5674 0.8310
C 1.5404 4.7402 -0.3618
C 2.6610 5.5547 -0.3813
C 3.0974 6.1673 0.7890
C 2.4054 5.9724 1.9761
C 1.2743 5.1659 2.0013
H -1.2159 4.2504 -1.7869
H -2.7978 5.9390 -2.6720
H -4.1543 7.3013 -1.1088
H -3.9299 6.9698 1.3310
H -2.3505 5.2504 2.2092
H 1.2104 4.2281 -1.2594
H 3.2039 5.7037 -1.3062
H 3.9889 6.7817 0.7765
H 2.7582 6.4306 2.8913
H 0.7261 4.9818 2.9175

83
Properties=species:S:1:pos:R:3 method="wB97M-V/def2-TZVPD" charge=+2 s2=2.007 largest_force_ha_per_bohr=0.0456 multiplicity=3 relative_energy_kcal_mol=0.0 gap_ev="7.60 / 4.95"
C -2.6268 -3.9483 -2.9953
C -1.8030 -2.8526 -3.2889
C -2.2843 -1.8728 -4.1667
C -3.6551 -1.8351 -4.4423
N -4.4409 -2.7851 -3.9629
C -3.9920 -3.8410 -3.3045
C -0.5094 -2.6613 -2.6809
C 0.6550 -2.5405 -2.3190
C 1.9223 -2.1228 -1.7937
C 2.0451 -1.4812 -0.5302
C 3.2467 -0.9319 -0.1002
C 4.3076 -0.8929 -0.9880
C 4.3013 -1.7047 -2.1398
C 3.0848 -2.2715 -2.5663
Pt 1.0985 0.3954 0.9348
P -1.1868 0.1327 0.6792
H -1.5813 -1.1250 -4.5130
H -2.1852 -4.7868 -2.4675
H -4.1231 -1.0320 -5.0146
H -4.7400 -4.5792 -3.0040
H 2.9564 -2.7860 -3.5272
H 1.1688 -1.3940 0.1813
H 5.1867 -1.8263 -2.7717
H 3.3103 -0.4187 0.8721
C -1.9219 1.1244 2.0402
C -3.3815 1.5817 1.9119
H -1.2674 2.0029 2.1764
H -1.7998 0.5077 2.9473
H -3.6243 2.2203 2.7751
H -3.5673 2.1788 1.0084
H -4.0814 0.7348 1.9214
C -1.8864 0.6422 -0.9491
C -3.3345 0.2408 -1.2559
H -1.2201 0.1800 -1.6969
H -1.7755 1.7342 -1.0336
H -3.6530 0.7380 -2.1829
H -3.4406 -0.8381 -1.4342
H -4.0377 0.5356 -0.4650
C -1.7849 -1.5987 0.7988
C -3.1764 -1.8317 1.3831
H -1.0416 -2.1365 1.3975
H -1.7088 -2.0039 -0.2240
H -3.3338 -2.9163 1.4650
H -3.2889 -1.3994 2.3863
H -3.9701 -1.4380 0.7358
Br 5.7118 0.3649 -0.4439
P 1.3497 2.3814 -0.1341
C -0.0740 3.5416 -0.2433
C 0.2289 5.0292 -0.0875
H -0.7958 3.2278 0.5234
H -0.5640 3.3756 -1.2135
H -0.7118 5.5954 -0.0796
H 0.7536 5.2540 0.8458
H 0.8286 5.4242 -0.9158
C 2.6450 3.2019 0.9107
C 3.7073 4.0396 0.2019
H 3.1042 2.3562 1.4533
H 2.1033 3.7967 1.6643
H 4.4682 4.3246 0.9430
H 4.2083 3.4753 -0.5975
H 3.2823 4.9654 -0.2131
C 1.9465 2.2387 -1.8724
C 2.0021 3.5204 -2.7089
H 1.2701 1.5142 -2.3521
H 2.9328 1.7517 -1.8378
H 2.4175 3.2934 -3.6990
H 1.0086 3.9531 -2.8689
H 2.6401 4.2918 -2.2636
C 0.4914 -1.3660 6.0115
C 0.7413 -1.6147 4.5807
C 0.8475 -2.7955 3.8597
C 1.0546 -2.4599 2.5143
N 1.0715 -1.0873 2.4164
N 0.8992 -0.6232 3.6785
C 1.1529 -3.4493 1.4275
H -0.1063 -2.1981 6.4117
H 1.4357 -1.3232 6.5766
H -0.0564 -0.4305 6.1825
H 0.7425 -3.8021 4.2255
H 0.8763 0.3667 3.8732
H 0.9715 -4.4552 1.8309
H 0.4113 -3.2927 0.6377
H 2.1443 -3.4834 0.9654

70
Properties=species:S:1:pos:R:3 method="wB97M-V/def2-TZVPD" charge=-2 s2=0.756 largest_force_ha_per_bohr=0.0196 multiplicity=2 relative_energy_kcal_mol=10.2 gap_ev="4.54 / 4.98"
Cd 0.1389 0.2692 -0.9799
C 1.3244 4.0881 -3.8590
C 1.0848 3.4141 -2.5136
S -0.5112 2.7127 -2.3150
C 2.1089 3.3311 -1.6304
C 3.4429 3.9702 -2.0022
S 2.0931 2.4439 -0.1166
H 0.3819 4.1996 -4.3912
H 1.9976 3.4921 -4.4890
H 1.7790 5.0790 -3.7482
H 3.3628 5.0613 -2.0751
H 3.8135 3.6116 -2.9701
H 4.1860 3.7370 -1.2417
C -6.2405 -5.2465 -0.5379
C -4.8361 -4.6900 -0.4266
O -4.7791 -3.5027 -1.2058
P -3.5899 -2.4217 -0.9242
S -3.7598 -1.0144 -2.2700
S -1.8813 -3.3700 -0.6261
O -4.1509 -1.9380 0.5327
C -3.4229 -0.9543 1.2748
C -4.0434 0.4197 1.1208
H -6.3355 -6.1531 0.0672
H -6.4750 -5.4882 -1.5765
H -6.9655 -4.5103 -0.1859
H -4.0992 -5.4039 -0.8010
H -4.5866 -4.4745 0.6148
H -2.3752 -0.9455 0.9630
H -3.4545 -1.2758 2.3178
H -4.1201 0.6656 0.0620
H -3.4080 1.1664 1.5995
H -5.0450 0.4417 1.5612
N 1.0421 0.0916 1.8898
C 1.7161 -0.4569 3.0569
C 1.1574 -1.8288 3.4248
C 1.6580 -2.9671 2.5273
N 1.2235 -2.9791 1.1355
H 1.5055 0.9154 1.5263
H 0.0930 0.3749 2.1082
H 1.6564 0.2029 3.9353
H 2.7800 -0.5610 2.8133
H 0.0624 -1.7869 3.3652
H 1.4297 -2.0581 4.4622
H 1.3736 -3.9225 2.9784
H 2.7556 -2.9318 2.5335
H 1.3828 -2.0632 0.7224
H 0.2238 -3.1394 1.0554
C -2.5861 3.8284 0.0869
S -0.9084 3.3321 0.5364
C -1.0036 4.1459 2.1726
O -1.0740 1.8742 0.8926
H -2.5838 4.8890 -0.1749
H -3.2555 3.6215 0.9234
H -2.8585 3.2335 -0.7824
H -1.3336 5.1805 2.0600
H 0.0060 4.1145 2.5856
H -1.6913 3.5735 2.7988
C 3.6660 0.1977 -2.3775
P 3.5395 -0.7199 -0.7880
C 5.2525 -0.3908 -0.1741
C 3.8135 -2.4138 -1.4825
H 4.6236 0.0107 -2.8745
H 3.5467 1.2577 -2.1734
H 2.8450 -0.1077 -3.0307
H 6.0063 -0.5834 -0.9448
H 5.4596 -1.0121 0.7007
H 5.3004 0.6578 0.1287
H 4.6360 -2.4353 -2.2054
H 2.8912 -2.7404 -1.9680
H 4.0142 -3.1183 -0.6713

11
Properties=species:S:1:pos:R:3 method="wB97M-V/def2-TZVPD" smiles=OC[C@H]1CO1 largest_force_ha_per_bohr=0.1111 relative_energy_kcal_mol=77.6 gap_ev=11.36
O 1.9256 -0.4211 0.0085
C 0.9544 0.6758 -0.1468
C -0.3668 0.3579 0.3880
C -1.8269 0.1936 -0.1204
O -0.9001 -0.8289 -0.1094
H 1.4480 -1.1929 -0.1623
H 1.0372 1.1287 -1.1740
H 1.6170 1.4684 0.4459
H -0.3474 0.2139 1.5252
H -2.5540 0.3099 0.6345
H -1.9688 0.7083 -1.1870

43
Properties=species:S:1:pos:R:3 method="wB97M-V/def2-TZVPD" charge=-1 s2=12.051 largest_force_ha_per_bohr=0.1876 multiplicity=7 relative_energy_kcal_mol=160.1 gap_ev="3.71 / 3.26"
Eu -0.2371 -1.9913 -1.6853
Cl 1.7799 -1.2570 -3.0656
Cl -2.0074 -3.8003 -0.9774
C -1.0484 2.9387 -1.4847
H -1.8935 2.8319 -2.3128
H -1.0364 2.0370 -0.7339
C 1.9374 2.0165 0.0348
C -0.6089 4.1002 -1.2106
H 0.9963 1.3476 0.4230
C 0.7019 4.5533 -2.1585
H 0.0306 4.0833 -0.1733
C 1.5206 3.5076 -3.0296
H 0.0873 5.1419 -2.8715
H 1.3566 5.2129 -1.5120
C 2.8204 2.9258 -2.2989
H 0.9495 2.6726 -3.5591
H 1.9403 4.1230 -3.8521
C 2.4801 1.8215 -1.3353
H 3.4644 2.5449 -3.1116
H 3.4250 3.6755 -1.7787
H 1.9844 0.9014 -1.7888
H 3.3850 1.4587 -0.7123
C 1.4519 -2.8551 1.1561
N 0.1341 -2.6806 1.7646
C -0.4269 -3.8210 2.4506
C -1.5689 -3.3566 3.3087
C -2.5729 -2.6326 2.4577
N -1.9060 -1.5366 1.7890
C -2.7445 -0.5378 1.1461
C -0.6350 -1.6555 1.2914
O -0.2055 -0.9064 0.3801
H 1.3933 -3.4143 0.1972
H 2.0543 -3.4342 1.8666
H 1.9335 -1.8892 0.9684
H -0.7664 -4.5814 1.7242
H 0.3729 -4.2515 3.0535
H -1.1974 -2.6852 4.0911
H -2.0360 -4.2138 3.8000
H -3.3821 -2.2123 3.0594
H -3.0275 -3.3252 1.7266
H -3.0244 -0.8497 0.1266
H -3.6617 -0.4219 1.7401
H -2.2128 0.4154 1.0960

15
Properties=species:S:1:pos:R:3 method="wB97M-V/def2-TZVPD" smiles="CN(C)CC=O" largest_force_ha_per_bohr=0.0104 relative_energy_kcal_mol=39.2 gap_ev=10.03
C -1.5025 -0.8818 -0.0799
N -0.3651 -0.0852 0.3386
C -0.6163 1.3273 0.1099
C 0.8641 -0.5813 -0.2427
C 2.1027 0.0455 0.3590
O 3.1793 0.0445 -0.1866
H -1.7446 -0.7528 -1.1523
H -2.3862 -0.6023 0.5030
H -1.2978 -1.9425 0.0958
H -1.4593 1.6408 0.7362
H 0.2515 1.9287 0.4005
H -0.8652 1.5670 -0.9410
H 0.9267 -0.5190 -1.3454
H 0.9456 -1.6457 0.0226
H 1.9670 0.4567 1.3822

19
Properties=species:S:1:pos:R:3 method="wB97M-V/def2-TZVPD" smiles="N#CC(N)=O.CCCO" largest_force_ha_per_bohr=0.0652 relative_energy_kcal_mol=60.9 gap_ev=9.43
N -0.4246 -1.8529 0.4623
C -0.3798 -0.8720 1.0847
C -0.7432 0.0750 2.1634
N -1.9339 -0.2194 2.7269
O -0.0468 1.0182 2.4587
H -2.4567 -1.0388 2.4606
H -2.2746 0.3692 3.4694
C 2.0059 -0.0755 -1.2526
C 0.8773 0.7644 -0.6716
C -0.5349 0.4552 -1.5725
O -0.6336 -0.8361 -1.9987
H 2.9670 0.2731 -0.8769
H 2.0207 -0.0166 -2.3403
H 1.8907 -1.1259 -0.9955
H 0.9838 0.8480 0.4104
H 1.0205 1.8160 -0.9292
H -0.4432 1.0946 -2.4506
H -1.3828 0.7755 -0.9497
H -0.5116 -1.4521 -1.1988

64
Properties=species:S:1:pos:R:3 method="wB97M-V/def2-TZVPD" largest_force_ha_per_bohr=0.0599 gap_ev=8.56
C 5.3347 0.2370 0.8525
C 5.3641 -0.9059 -0.1618
O 5.8243 -0.7863 -1.2289
N 4.7652 -2.2010 0.1695
C 3.3292 -2.0048 0.4815
C 2.5427 -1.3621 -0.6842
C 1.8112 -0.0420 -0.2778
C 0.3272 -0.1723 -0.7128
N -0.5563 0.8884 -0.1968
C -0.5828 1.0763 1.1699
N -1.3182 0.3961 1.9815
O -2.1378 -0.6059 1.5488
C -3.3408 -0.0572 0.9588
C -4.4144 -1.1182 0.6832
C -5.4193 -0.4088 -0.2809
C -3.8766 -2.3984 -0.0286
C -2.7058 -2.1237 -1.0168
C -4.9938 -3.1179 -0.8401
N 0.2523 2.1184 1.4704
C 0.4308 2.9333 0.2773
C -0.5203 2.2357 -0.7532
C -0.3171 2.4352 -2.2321
O 1.0561 2.2039 -2.5785
C 1.2245 1.7407 -3.8279
F 0.8084 2.6238 -4.7202
F 2.5015 1.5261 -3.9887
F 0.6097 0.5885 -4.0647
H 5.3535 1.1643 0.2733
H 4.4015 0.2653 1.4236
H 6.1906 0.1512 1.5269
H 5.2072 -2.5959 0.9984
H 2.9258 -3.0114 0.6537
H 3.1768 -1.4755 1.4365
H 3.1412 -1.1760 -1.5803
H 1.7758 -2.0917 -0.9812
H 2.3096 0.7813 -0.8013
H 1.9051 0.1232 0.8016
H 0.2612 -0.2544 -1.7983
H -0.0292 -1.1113 -0.2743
H -1.2683 0.6278 2.9749
H -3.1384 0.4568 0.0084
H -3.7215 0.7272 1.6306
H -4.8909 -1.3576 1.6407
H -5.4112 0.6577 -0.0111
H -5.0011 -0.4385 -1.2920
H -6.4157 -0.8392 -0.2255
H -3.5025 -3.0933 0.7326
H -2.7603 -1.1514 -1.5173
H -1.7668 -2.2961 -0.4870
H -2.7519 -2.8875 -1.8030
H -5.1311 -2.6202 -1.8053
H -4.6941 -4.1437 -1.0721
H -5.9156 -3.0781 -0.2505
H 1.1243 1.8660 1.9458
H 0.1699 3.9937 0.3599
H 1.4571 2.9565 -0.1110
H -1.5098 2.6396 -0.4698
H -1.0264 1.8319 -2.8104
H -0.5723 3.4799 -2.4550
B 2.8265 1.6399 4.2817
F 2.0523 2.5794 4.9773
F 3.0353 2.1041 2.9392
F 4.0602 1.4767 4.9101
F 2.1346 0.4003 4.2307